1.
# C18H33N4O11P

A cluster of 3 separate species, C18H33N4O11P in total in a non-equilibrium geometry (ωB97M-V/def2-TZVPD, OMol25).

Summary:
Total charge: 0
Molar mass: 512.45 u
Structure (SMILES): CC(=O)OCCC[C@](C#N)(CN)[C@@](N)(C#N)P(=O)(O)O.CCOC(=O)OC.CCOC(=O)OC
Lowest unoccupied orbital energy: 0.19 eV
Maximum force: 3.40 eV/A
Energy: -56974.2836 eV

Each line ends with the Löwdin charge.
Atoms and positions in Å:
C 4.708 -1.572 1.219  0.028
C 4.592 -1.667 -0.319  -0.511
O 5.460 -2.100 -0.996  0.150
O 3.381 -1.249 -0.842  -0.069
C 3.259 0.177 -0.902  -0.173
C 2.094 0.740 -0.045  -0.144
C 0.685 0.488 -0.635  -0.127
C 0.161 -0.976 -0.528  -0.342
C 0.791 -1.726 0.615  -0.197
N 1.240 -2.280 1.505  0.211
C 0.552 -1.743 -1.844  -0.187
N -0.525 -1.772 -2.832  0.026
C -1.377 -0.940 -0.203  -0.441
N -1.493 -0.453 1.193  0.078
C -2.145 0.032 -1.047  -0.199
N -2.586 0.645 -1.902  0.213
P -2.289 -2.581 -0.303  0.548
O -3.360 -2.546 0.731  -0.281
O -3.007 -2.852 -1.734  -0.121
O -1.339 -3.865 -0.027  -0.118
H 3.686 -1.658 1.614  0.053
H 5.368 -2.373 1.559  0.089
H 5.074 -0.563 1.462  0.089
H 4.188 0.598 -0.471  0.124
H 3.175 0.568 -1.928  0.131
H 2.188 0.451 1.014  0.119
H 2.236 1.838 -0.044  0.122
H 0.009 1.214 -0.157  0.118
H 0.725 0.770 -1.701  0.127
H 0.844 -2.776 -1.614  0.128
H 1.400 -1.196 -2.282  0.108
H -0.485 -0.977 -3.458  0.085
H -0.509 -2.614 -3.391  0.082
H -1.514 -1.228 1.847  0.081
H -2.373 0.050 1.247  0.090
H -2.636 -3.677 -2.085  0.083
H -1.243 -3.996 0.928  0.093
C -6.306 -0.080 -1.081  -0.060
C -6.019 -1.390 -0.373  -0.214
O -7.146 -1.820 0.410  0.046
C -8.165 -2.328 -0.276  -0.609
O -8.221 -2.477 -1.469  0.120
O -9.132 -2.649 0.593  0.001
C -10.327 -3.128 -0.022  -0.049
H -6.619 0.681 -0.364  0.082
H -5.418 0.271 -1.608  0.058
H -7.113 -0.189 -1.807  0.073
H -5.197 -1.256 0.324  0.090
H -5.724 -2.174 -1.069  0.117
H -10.120 -3.968 -0.684  0.094
H -10.815 -2.324 -0.572  0.097
H -10.987 -3.462 0.775  0.091
C 7.503 4.410 -0.110  -0.065
C 5.996 4.342 -0.254  -0.213
O 5.380 3.788 0.915  0.025
C 5.318 4.596 1.975  -0.610
O 5.713 5.730 2.029  0.128
O 4.749 3.920 2.977  0.001
C 4.702 4.638 4.211  -0.040
H 7.906 3.428 0.140  0.083
H 7.960 4.756 -1.038  0.081
H 7.793 5.092 0.689  0.074
H 5.739 3.673 -1.075  0.118
H 5.569 5.319 -0.486  0.125
H 4.217 5.605 4.085  0.096
H 5.708 4.767 4.608  0.099
H 4.121 4.040 4.909  0.093

=====

2.
# C12H22Cl20FNO5S

A cluster of 11 separate species, C12H22Cl20FNO5S in total in a non-equilibrium geometry (ωB97M-V/def2-TZVPD, OMol25).

Summary:
Total charge: 0
Molar mass: 1020.43 u
Lowest unoccupied orbital energy: 0.01 eV
Maximum force: 2.72 eV/A
Energy: -288529.1807 eV

Each line ends with the Löwdin charge.
Atoms and positions in Å:
O 2.104 -1.654 1.441  0.169
C 1.313 -1.739 0.555  -0.534
F 1.538 -2.521 -0.493  0.134
N 0.071 -1.053 0.534  0.160
C 0.021 -0.119 -0.557  -0.584
O -0.519 -0.384 -1.584  0.157
O 0.606 1.061 -0.258  -0.226
S 2.097 1.372 -1.044  0.852
O 3.142 0.640 -0.377  -0.433
O 2.025 0.670 -2.497  -0.297
H -0.639 -1.762 0.354  0.068
H 2.438 -0.207 -2.411  0.001
C 1.708 2.872 2.942  -0.965
Cl 0.081 2.182 2.944  0.524
Cl 2.355 3.054 1.303  0.578
H 1.672 3.849 3.409  0.028
H 2.365 2.214 3.499  0.027
C -1.627 -2.627 3.672  -0.995
Cl -2.878 -1.380 3.653  0.531
Cl -1.379 -3.327 2.066  0.571
H -0.696 -2.179 3.999  0.034
H -1.925 -3.415 4.352  -0.040
C -1.586 2.397 -3.327  -1.014
Cl -2.667 3.798 -3.390  0.498
Cl 0.092 2.852 -3.642  0.533
H -1.645 1.951 -2.343  0.012
H -1.896 1.681 -4.079  -0.003
C 4.825 -2.069 -0.300  -1.042
Cl 6.210 -3.096 0.098  0.534
Cl 4.763 -1.676 -2.020  0.559
H 3.916 -2.592 -0.032  0.000
H 4.900 -1.146 0.263  -0.048
C -2.963 7.871 -4.069  -1.025
Cl -3.256 9.142 -2.876  0.502
Cl -4.234 6.644 -4.048  0.480
H -2.931 8.320 -5.054  0.023
H -2.017 7.392 -3.843  0.023
C -4.162 1.665 5.405  -1.040
Cl -3.112 3.057 5.694  0.499
Cl -4.881 1.063 6.903  0.499
H -4.957 1.963 4.732  0.027
H -3.571 0.873 4.963  -0.047
C 5.047 -1.213 3.217  -1.025
Cl 5.821 0.090 2.304  0.542
Cl 5.304 -1.037 4.957  0.514
H 3.982 -1.191 3.016  0.004
H 5.471 -2.158 2.894  0.008
C 1.552 -4.249 -3.466  -1.026
Cl 1.598 -2.544 -3.928  0.530
Cl 0.719 -5.231 -4.673  0.520
H 2.570 -4.607 -3.366  0.027
H 1.029 -4.338 -2.522  0.015
C -4.374 -5.645 4.745  -0.989
Cl -2.702 -5.945 5.241  0.525
Cl -4.474 -4.427 3.467  0.527
H -4.797 -6.571 4.376  0.026
H -4.933 -5.294 5.604  0.028
C -1.315 1.899 -7.274  -1.018
Cl -2.616 1.067 -8.134  0.508
Cl -0.367 0.788 -6.280  0.511
H -0.657 2.361 -8.001  0.027
H -1.751 2.656 -6.631  0.015

=====

3.
# C26H34F4MnN5O2SSe2

A structure of composition C26H34F4MnN5O2SSe2 in a non-equilibrium geometry (ωB97M-V/def2-TZVPD, OMol25).

Summary:
Total charge: -1
Molar mass: 769.51 u
Lowest unoccupied orbital energy (spin up / spin down): 2.57 / 2.57 eV
Multiplicity: 6
Maximum force: 1.56 eV/A
Energy: -222779.0487 eV

Each line ends with the Mulliken spin population.
Atoms and positions in Å:
Mn 0.892 0.252 -0.905  4.653
C 2.923 -2.103 2.381  0.004
C 1.537 -2.455 2.912  -0.004
N 0.614 -1.845 0.654  -0.062
C -0.305 -0.659 2.586  0.022
C 0.785 0.394 2.736  0.006
C 0.176 -2.869 -0.293  0.074
C -1.029 -2.367 -1.093  -0.013
N -0.600 -1.175 -1.786  0.103
C -1.241 -0.768 -2.863  0.003
C -0.606 0.238 -3.654  -0.007
F 0.587 0.692 -3.131  0.002
C -1.110 0.730 -4.824  0.006
F -0.424 1.645 -5.542  0.000
C -2.331 0.278 -5.315  0.010
C -3.004 -0.666 -4.555  -0.003
F -4.222 -1.087 -4.993  0.000
C -2.504 -1.184 -3.383  -0.010
F -3.299 -2.052 -2.682  0.000
H 3.668 -2.383 3.124  -0.001
H 3.036 -1.045 2.176  -0.003
H 3.161 -2.656 1.475  0.000
H 1.420 -2.042 3.915  0.002
H 1.522 -3.542 3.022  0.000
H -0.791 -0.842 3.554  -0.002
H -0.941 0.501 0.955  -0.026
H 1.481 0.150 3.531  0.001
H 0.342 1.365 2.946  -0.001
H 1.326 0.461 1.786  -0.008
H -0.069 -3.813 0.205  0.001
H 0.989 -3.043 -1.007  0.000
H -1.873 -2.169 -0.416  -0.020
H -1.336 -3.149 -1.802  0.009
H -2.747 0.658 -6.230  0.001
O 5.070 2.772 2.205  0.000
C 5.077 3.159 0.847  0.006
C 3.942 2.446 0.076  -0.017
C 4.088 2.874 -1.400  -0.002
O 3.002 2.572 -2.211  0.002
C 4.189 0.950 0.280  0.026
Se 3.327 -0.401 -0.920  0.083
C 2.644 2.968 0.695  0.036
Se 0.872 2.488 -0.055  0.074
H 5.691 3.325 2.689  0.000
H 6.045 2.905 0.386  -0.001
H 4.937 4.246 0.764  0.000
H 5.012 2.420 -1.797  0.001
H 4.193 3.965 -1.442  0.000
H 2.931 1.603 -2.281  -0.002
H 3.921 0.679 1.302  -0.007
H 5.253 0.744 0.141  0.004
H 2.649 4.059 0.635  0.002
H 2.618 2.677 1.747  -0.003
C -5.095 1.856 -1.790  0.000
N -4.748 1.191 -0.570  0.001
C -5.611 0.660 0.349  0.000
C -4.874 0.027 1.284  -0.001
N -3.536 0.148 0.943  0.000
C -3.463 0.909 -0.198  -0.005
S -2.157 1.516 -1.010  0.016
C -2.526 -0.657 1.539  0.003
C -2.916 -1.892 1.962  0.006
C -2.084 -2.981 2.351  -0.003
C -0.747 -3.093 2.343  -0.007
C 0.284 -2.036 2.078  0.010
N -1.300 -0.110 1.700  0.053
H -6.116 2.225 -1.728  0.000
H -5.008 1.168 -2.635  0.000
H -4.404 2.685 -1.951  -0.001
H -6.673 0.785 0.274  0.000
H -5.190 -0.459 2.182  0.000
H -3.962 -2.144 1.876  0.000
H -2.637 -3.873 2.623  0.000
H -0.353 -4.058 2.635  0.000
H 1.628 -1.766 0.593  -0.014

=====

4.
# C3H5NOS

A structure of composition C3H5NOS in a non-equilibrium geometry (ωB97M-V/def2-TZVPD, OMol25).

Summary:
Total charge: 0
Molar mass: 103.15 u
Lowest unoccupied orbital energy: 0.47 eV
Maximum force: 4.47 eV/A
Energy: -17561.3710 eV

Each line ends with the Löwdin charge.
Atoms and positions in Å:
C -1.833 0.084 0.752  -0.108
C -0.438 0.333 0.013  -0.391
C 2.186 -0.377 -0.478  -0.614
H -2.636 -0.001 -0.260  0.134
H -1.778 1.077 1.510  0.114
H -1.955 -1.035 1.277  0.111
H 0.469 0.805 0.378  0.047
H 3.319 -0.328 -0.759  0.104
N -0.373 -0.147 -1.214  -0.243
O 1.812 -0.940 0.498  -0.016
S 1.228 0.529 -1.715  0.862

=====

5.
# C56H51N4ORbS2Si

A structure of composition C56H51N4ORbS2Si (ωB97M-V/def2-TZVPD, OMol25).

Summary:
Total charge: -1
Molar mass: 973.74 u
Lowest unoccupied orbital energy (spin up / spin down): 1.96 / 1.94 eV
Multiplicity: 2
Maximum force: 0.46 eV/A
Energy: -97112.2051 eV

Each line ends with the Mulliken spin population.
Atoms and positions in Å:
Rb 0.181 -0.383 0.376  0.014
C -1.251 0.318 4.145  0.000
C 0.131 0.604 3.607  -0.002
C 1.136 -0.369 3.661  0.002
C 0.891 -1.699 4.326  0.000
C 2.389 -0.115 3.086  -0.007
C 3.435 -1.202 3.054  0.000
C 2.661 1.134 2.522  0.008
C 4.051 1.480 2.050  0.006
C 1.645 2.091 2.424  -0.007
C 1.918 3.374 1.683  0.003
C 0.390 1.833 2.983  0.000
C -0.685 2.891 2.929  -0.001
H -1.410 0.768 5.130  0.000
H -1.446 -0.747 4.219  0.000
H -2.023 0.703 3.479  0.000
H 0.520 -2.442 3.613  0.000
H 0.146 -1.622 5.115  0.000
H 1.800 -2.091 4.781  0.000
H 4.012 -1.253 3.983  0.000
H 4.143 -1.048 2.242  -0.001
H 2.977 -2.181 2.909  0.000
H 4.807 0.934 2.611  0.000
H 4.252 2.542 2.190  0.001
H 4.195 1.262 0.989  -0.001
H 2.437 4.106 2.311  0.000
H 1.003 3.835 1.321  0.001
H 2.540 3.186 0.808  -0.002
H -1.224 2.879 1.975  0.001
H -0.264 3.890 3.044  0.000
H -1.422 2.755 3.716  0.000
S 7.321 -1.579 -2.698  0.016
C 7.948 -3.006 -1.981  0.071
C 7.133 -3.454 -0.987  -0.038
C 5.991 -2.637 -0.795  0.087
C 5.942 -1.563 -1.654  -0.070
C 4.939 -0.521 -1.776  0.107
C 3.794 -0.523 -0.959  -0.005
N 2.810 0.341 -1.006  0.105
C 2.874 1.342 -1.948  0.117
C 3.998 1.435 -2.826  0.006
C 4.001 2.471 -3.828  -0.019
C 2.963 3.314 -3.969  -0.029
C 1.808 3.232 -3.108  0.051
C 0.714 4.057 -3.264  0.083
C -0.389 3.936 -2.396  0.054
C -0.287 2.946 -1.404  0.003
N 0.725 2.132 -1.229  0.111
C 1.800 2.240 -2.076  0.112
C -1.565 4.777 -2.507  -0.054
C -1.774 5.856 -3.334  0.101
C -3.052 6.450 -3.170  -0.039
C -3.805 5.830 -2.222  0.067
S -2.977 4.486 -1.546  0.019
C 5.018 0.514 -2.722  0.072
H 8.874 -3.435 -2.325  0.005
H 7.337 -4.340 -0.404  -0.002
H 5.238 -2.842 -0.050  0.014
H 3.680 -1.310 -0.217  -0.017
H 4.863 2.544 -4.484  -0.006
H 2.976 4.079 -4.738  -0.003
H 0.723 4.796 -4.057  0.030
H -1.102 2.823 -0.693  -0.026
H -1.028 6.225 -4.021  0.016
H -3.387 7.318 -3.721  -0.002
H -4.795 6.091 -1.884  0.006
H 5.862 0.594 -3.400  0.026
C -1.232 -6.838 3.464  0.000
C -1.268 -5.753 4.329  0.000
C -1.601 -4.492 3.854  0.000
C -1.932 -4.255 2.516  0.000
C -1.898 -5.373 1.672  0.000
C -1.548 -6.636 2.126  0.000
Si -2.217 -2.491 1.793  0.000
C -3.777 -1.855 2.740  0.000
C -4.216 -2.256 4.002  0.000
C -5.263 -1.620 4.661  0.000
C -5.919 -0.549 4.072  0.000
C -5.512 -0.132 2.809  0.000
C -4.463 -0.771 2.171  0.000
H -0.964 -7.824 3.826  0.000
H -1.028 -5.884 5.379  0.000
H -1.591 -3.666 4.562  0.000
H -2.155 -5.248 0.626  0.000
H -1.529 -7.471 1.434  0.000
H -2.959 -2.913 0.527  0.000
H -3.748 -3.105 4.492  0.000
H -5.567 -1.972 5.640  0.000
H -6.731 -0.048 4.586  0.000
H -6.011 0.702 2.326  0.000
H -4.155 -0.410 1.192  0.000
N -2.272 0.424 -0.942  -0.002
C -3.206 0.404 -1.610  0.002
C -4.422 0.368 -2.373  -0.001
C -5.317 -0.675 -2.132  0.000
C -6.504 -0.715 -2.844  0.000
C -6.785 0.271 -3.781  0.000
C -5.887 1.303 -4.016  0.001
C -4.695 1.360 -3.313  0.003
H -5.078 -1.427 -1.391  0.000
H -7.209 -1.514 -2.662  0.000
H -7.717 0.235 -4.333  0.000
H -6.113 2.068 -4.746  0.000
H -3.990 2.163 -3.475  -0.003
O 0.572 -2.214 -1.618  0.003
N 1.066 -1.702 -2.688  0.002
C 0.472 -0.626 -3.258  0.006
C 1.018 -0.021 -4.368  -0.011
C 2.189 -0.517 -4.922  0.009
C 2.778 -1.623 -4.330  0.002
C 2.204 -2.204 -3.221  -0.001
H -0.415 -0.289 -2.743  -0.006
H 0.531 0.860 -4.763  0.005
H 2.647 -0.035 -5.774  0.002
H 3.705 -2.037 -4.700  0.001
H 2.607 -3.044 -2.677  0.003

=====

6.
# C2H11O3S

A cluster of 4 separate species, C2H11O3S in total in a non-equilibrium geometry (ωB97M-V/def2-TZVPD, OMol25).

Summary:
Total charge: -1
Molar mass: 115.17 u
Lowest unoccupied orbital energy: 3.84 eV
Maximum force: 1.47 eV/A
Energy: -19231.9171 eV

Each line ends with the Löwdin charge.
Atoms and positions in Å:
C -1.596 -0.114 1.039  -0.218
C -0.349 0.574 0.542  -0.698
S 0.282 -0.097 -1.046  0.414
H -1.610 -1.171 0.790  0.044
H -2.501 0.367 0.671  0.051
H -1.712 -0.030 2.129  0.052
H 0.449 0.536 1.294  0.040
H -0.380 1.646 0.340  0.038
H 3.149 -0.328 0.674  -0.003
H 2.807 0.389 -0.611  -0.036
O 3.167 0.550 0.272  -0.128
H 1.140 -2.425 1.087  0.002
H 1.371 -1.424 -0.026  -0.129
O 1.859 -2.145 0.518  -0.189
H -2.764 1.028 -2.743  0.004
H -1.319 1.050 -2.231  -0.104
O -1.992 1.595 -2.698  -0.142

=====

7.
# C20H32N2OS

The molecule C20H32N2OS in a non-equilibrium geometry (ωB97M-V/def2-TZVPD, OMol25).

Summary:
Total charge: 0
Molar mass: 348.56 u
Structure (SMILES): CC[C@H]1CCCCN1CCCNC(=O)c1csc2c1CCCCC2
Lowest unoccupied orbital energy: 0.55 eV
Maximum force: 19.23 eV/A
Energy: -37106.0446 eV

Each line ends with the Löwdin charge.
Atoms and positions in Å:
C 3.396 -0.559 -1.236  -0.095
C 3.117 0.646 -2.119  -0.150
C 1.630 1.265 -2.484  -0.348
C 1.519 2.297 -3.186  -0.377
C 2.091 2.592 -4.469  -0.183
C 1.235 1.602 -5.455  -0.128
C 1.629 0.201 -4.809  -0.168
N 1.035 0.228 -3.440  -0.121
C 0.408 -1.197 -2.860  -0.099
C -1.008 -1.312 -3.275  -0.284
C -1.697 -0.596 -2.464  -0.257
N -1.784 -0.965 -0.990  0.124
C -1.036 -0.229 -0.042  -0.311
O -1.011 0.986 -0.285  0.009
C -1.167 -0.812 1.393  -0.224
C -0.801 -1.964 1.524  -0.411
S -0.952 -2.730 3.099  1.055
C -1.042 -0.998 3.584  -0.451
C -1.216 -0.133 2.633  -0.276
C -1.638 1.269 2.715  -0.083
C -0.465 1.985 3.592  -0.193
C -0.519 1.920 5.083  -0.173
C -0.202 0.432 5.512  -0.173
C -1.072 -0.811 5.121  -0.149
H 4.491 -0.597 -0.924  0.106
H 3.115 -1.465 -1.594  0.019
H 2.887 -0.534 -0.336  0.039
H 3.545 1.448 -1.720  0.043
H 3.637 0.455 -3.150  0.127
H 0.995 1.001 -1.420  0.197
H 2.027 3.138 -2.580  0.151
H 0.508 2.968 -3.016  0.198
H 3.139 2.219 -4.545  0.116
H 1.866 3.649 -4.926  0.149
H 1.835 1.535 -6.439  0.130
H 0.370 1.974 -5.322  0.020
H 0.663 -0.467 -5.410  0.176
H 2.547 -0.196 -4.884  0.047
H 1.226 -2.034 -3.378  0.174
H 0.609 -1.165 -1.835  0.058
H -1.150 -2.477 -3.150  0.173
H -1.219 -1.181 -4.262  0.096
H -2.794 -0.384 -2.535  0.149
H -1.570 0.538 -2.431  0.158
H -2.052 -1.703 -0.622  0.007
H -0.701 -2.812 0.870  0.077
H -2.599 1.579 3.177  0.122
H -1.631 1.793 1.625  0.148
H -0.457 3.142 3.313  0.129
H 0.626 1.821 3.210  0.145
H -1.427 2.031 5.531  0.080
H 0.336 2.311 5.471  0.081
H -0.270 0.163 6.611  0.135
H 0.581 0.158 5.139  0.000
H -2.290 -0.310 5.264  0.192
H -1.106 -1.718 5.531  0.026

=====

8.
# C11H14NO

The ion C11H14NO with charge +1 in a non-equilibrium geometry (ωB97M-V/def2-TZVPD, OMol25).

Summary:
Total charge: +1
Molar mass: 176.24 u
Structure (SMILES): O[NH2+][C@@]1(c2ccccc2)C=CCC1
Lowest unoccupied orbital energy: -4.07 eV
Maximum force: 4.59 eV/A
Energy: -15161.1962 eV

Each line ends with the Löwdin charge.
Atoms and positions in Å:
O 0.058 0.863 -0.962  0.038
N 0.851 -0.240 -0.123  0.158
C 0.144 -1.526 -0.141  -0.398
C -1.173 -1.262 0.504  -0.212
C -2.239 -1.001 -0.358  -0.022
C -3.427 -0.394 0.143  -0.036
C -3.572 -0.151 1.526  -0.058
C -2.550 -0.566 2.376  -0.059
C -1.399 -1.191 1.882  -0.035
C 0.234 -2.259 -1.403  -0.037
C 1.190 -3.197 -1.474  0.009
C 1.912 -3.367 -0.129  -0.172
C 1.084 -2.531 0.801  -0.089
H 0.305 1.802 -0.699  0.148
H 0.740 0.005 0.912  0.218
H 1.642 -0.547 -0.742  0.213
H -2.159 -1.118 -1.459  0.120
H -4.244 -0.107 -0.576  0.128
H -4.480 0.294 1.891  0.107
H -2.655 -0.408 3.449  0.115
H -0.621 -1.492 2.567  0.107
H -0.472 -2.068 -2.154  0.100
H 1.569 -3.703 -2.350  0.121
H 2.957 -2.990 -0.154  0.127
H 1.990 -4.424 0.161  0.127
H 0.503 -3.211 1.538  0.162
H 1.699 -1.883 1.470  0.121